Entry 1:
This record from the Open Molecules 2025 dataset describes a cluster of 2 separate species, C3HCl2F3S in total at a distorted geometry. The level of theory is the ωB97M-V functional and the def2-TZVPD basis.

The value obtained for the lowest unoccupied orbital energy (spin up / spin down) is -0.340 / -1.779 eV. For the HOMO-LUMO gap (spin up / spin down), the calculation gives 0.326 / 0.209 Eh. The calculation puts the HOMO energy (spin up / spin down) at -0.33847 / -0.27451 Ha. As for the spin multiplicity: 1.

Bonds (Å) are listed after each position.
Atoms and positions in Å:
1 Cl -2.84 -2.28 0.22  C7 1.609
2 Cl 1.00 2.36 0.92  C9 1.714
3 S -2.07 0.65 -0.29  C7 1.549
4 F 0.26 -1.05 0.78  C8 1.353
5 F 1.40 -0.87 -1.00  C8 1.383
6 F 2.25 -0.20 0.94  C8 1.369
7 C -2.37 -0.86 -0.38  Cl1 1.609, S3 1.549
8 C 1.12 -0.19 0.17  F4 1.353, F5 1.383, F6 1.369, C9 1.443
9 C 0.63 1.12 -0.20  Cl2 1.714, C8 1.443, H10 0.998
10 H 0.61 1.32 -1.18  C9 0.998

***

Entry 2:
This record from the Open Molecules 2025 dataset describes a cluster of 13 separate species, C31H28Cl36F5N3O2S in total at a distorted geometry. The level of theory is the ωB97M-V functional and the def2-TZVPD basis.

The value obtained for the lowest unoccupied orbital energy is -1.765 eV. For the HOMO-LUMO gap, the calculation gives 0.255 Eh. The calculation puts the HOMO energy at -0.32030 Ha. As for the spin multiplicity: 1.

Bonds (Å) are listed after each position.
Atoms and positions in Å:
1 Cl 4.82 3.83 -1.74  C58 1.771
2 Cl -0.85 -6.70 -0.38  C67 1.770
3 Cl -3.87 4.59 -2.01  C62 1.769
4 Cl -8.71 5.33 -2.23  C64 1.770
5 Cl -0.18 2.18 -5.92  C66 1.769
6 Cl -6.73 5.63 5.89  C57 1.770
7 Cl -8.92 0.42 3.49  C76 1.769
8 Cl -0.37 2.38 -8.82  C66 1.769
9 Cl -6.95 4.77 0.02  C64 1.769
10 Cl -5.14 0.81 -4.80  C71 1.769
11 Cl -6.71 2.54 -2.88  C55 1.773
12 Cl -0.70 -4.41 1.39  C67 1.786
13 Cl -7.53 3.33 4.29  C57 1.768
14 Cl -8.38 0.72 -4.43  C55 1.769
15 Cl -7.34 5.96 3.06  C57 1.768
16 Cl 1.34 4.21 -7.34  C66 1.769
17 Cl 2.57 2.28 -0.73  C58 1.771
18 Cl -3.73 -5.22 -2.11  C52 1.769
19 Cl 3.32 2.10 -3.53  C58 1.768
20 Cl 6.24 -3.41 1.56  C68 1.773
21 Cl 1.71 -6.03 0.81  C67 1.770
22 Cl 8.51 -5.07 2.32  C68 1.770
23 Cl -2.60 4.26 -4.61  C62 1.769
24 Cl -8.08 7.43 -0.31  C64 1.770
25 Cl 2.24 -6.67 4.51  C48 1.771
26 Cl 3.47 -4.49 3.02  C48 1.769
27 Cl -3.50 -3.34 0.10  C52 1.772
28 Cl -8.13 0.36 -1.56  C55 1.771
29 Cl 5.94 -6.30 1.71  C68 1.772
30 Cl -5.66 -1.22 -6.81  C71 1.770
31 Cl -5.49 -5.47 0.20  C52 1.769
32 Cl -8.33 -2.30 2.62  C76 1.770
33 Cl 4.76 -5.52 5.41  C48 1.770
34 Cl -1.07 5.31 -2.37  C62 1.769
35 Cl -3.86 -1.78 -4.60  C71 1.769
36 Cl -6.93 -0.04 1.43  C76 1.770
37 S 4.92 -4.30 -2.26  N45 1.719, N47 1.726
38 F 2.29 0.67 2.95  C70 1.431
39 F -2.92 1.39 -0.78  C77 1.440
40 F -0.84 1.34 -1.89  C77 1.424
41 F -1.17 2.65 0.04  C77 1.425
42 F 2.26 -1.56 3.81  C70 1.449
43 O 6.34 2.39 0.92  C61 1.454, H85 0.993
44 O 8.55 0.88 -1.24  C51 1.273
45 N 3.48 -4.16 -1.33  S37 1.719, C63 1.470
46 N 4.53 3.07 3.78  C72 1.498, H79 1.044, H93 1.044
47 N 6.02 -3.14 -1.61  S37 1.726, C60 1.447
48 C 3.77 -5.93 4.00  Cl25 1.771, Cl26 1.769, Cl33 1.770, H99 1.089
49 C -1.06 0.23 0.32  C53 1.540, C69 1.551, C77 1.597
50 C 5.25 0.55 2.34  C61 1.607, C74 1.622, H80 1.142, H90 1.159
51 C 7.46 0.26 -1.04  O44 1.273, C54 1.617, H103 1.162
52 C -4.61 -4.34 -0.85  Cl18 1.769, Cl27 1.772, Cl31 1.769, H82 1.089
53 C 0.31 0.30 1.02  C49 1.540, C65 1.577, H83 1.155
54 C 7.27 -0.74 0.22  C51 1.617, C59 1.604, H94 1.143, H106 1.163
55 C -8.18 1.54 -2.88  Cl11 1.773, Cl14 1.769, Cl28 1.771, H88 1.089
56 C 2.87 -2.46 0.66  C63 1.590, C75 1.575, H95 1.154
57 C -6.67 4.87 4.29  Cl6 1.770, Cl13 1.768, Cl15 1.768, H91 1.089
58 C 3.23 3.16 -2.12  Cl1 1.771, Cl17 1.771, Cl19 1.768, H86 1.089
59 C 5.77 -1.26 0.39  C54 1.604, C60 1.583, C74 1.571
60 C 5.31 -2.45 -0.56  N47 1.447, C59 1.583, C63 1.577
61 C 5.10 1.91 1.50  O43 1.454, C50 1.607, C72 1.610, H81 1.163
62 C -2.36 4.20 -2.86  Cl3 1.769, Cl23 1.769, Cl34 1.769, H102 1.089
63 C 3.87 -3.06 -0.43  N45 1.470, C56 1.590, C60 1.577
64 C -7.48 5.99 -1.15  Cl4 1.770, Cl9 1.769, Cl24 1.770, H92 1.089
65 C 0.71 -0.90 1.96  C53 1.577, C70 1.623, C78 1.569
66 C -0.16 3.28 -7.31  Cl5 1.769, Cl8 1.769, Cl16 1.769, H96 1.089
67 C -0.05 -6.03 1.04  Cl2 1.770, Cl12 1.786, Cl21 1.770, H105 1.089
68 C 6.75 -4.89 2.40  Cl20 1.773, Cl22 1.770, Cl29 1.772, H100 1.090
69 C -2.02 -0.98 0.53  C49 1.551, C73 1.594, H87 1.139
70 C 2.18 -0.72 2.63  F38 1.431, F42 1.449, C65 1.623, C75 1.598
71 C -4.46 -0.54 -5.71  Cl10 1.769, Cl30 1.770, Cl35 1.769, H84 1.089
72 C 4.42 3.14 2.29  N46 1.498, C61 1.610, H89 1.162, H97 1.162
73 C -1.67 -2.21 1.49  C69 1.594, C78 1.605, H98 1.161
74 C 4.73 -0.68 1.42  C50 1.622, C59 1.571, C75 1.588
75 C 3.26 -1.25 1.59  C56 1.575, C70 1.598, C74 1.588
76 C -8.46 -0.60 2.13  Cl7 1.769, Cl32 1.770, Cl36 1.770, H104 1.089
77 C -1.49 1.43 -0.63  F39 1.440, F40 1.424, F41 1.425, C49 1.597
78 C -0.24 -2.12 2.22  C65 1.569, C73 1.605, H101 1.141
79 H 3.79 2.41 4.09  N46 1.044
80 H 4.68 0.53 3.34  C50 1.142
81 H 4.40 1.66 0.60  C61 1.163
82 H -5.33 -3.68 -1.33  C52 1.089
83 H 1.03 1.19 0.89  C53 1.155
84 H -3.62 -0.17 -6.30  C71 1.089
85 H 6.06 2.81 0.06  O43 0.993
86 H 2.55 3.98 -2.35  C58 1.089
87 H -3.01 -1.02 -0.02  C69 1.139
88 H -9.03 2.19 -2.73  C55 1.089
89 H 4.98 4.10 1.96  C72 1.162
90 H 6.37 0.44 2.59  C50 1.159
91 H -5.63 4.68 4.04  C57 1.089
92 H -6.62 6.28 -1.75  C64 1.089
93 H 4.17 4.00 4.11  N46 1.044
94 H 7.71 -0.33 1.19  C54 1.143
95 H 1.84 -2.98 0.71  C56 1.154
96 H -0.99 3.97 -7.20  C66 1.089
97 H 3.33 3.29 1.91  C72 1.162
98 H -2.43 -3.07 1.61  C73 1.161
99 H 4.31 -6.65 3.40  C48 1.089
100 H 6.46 -4.81 3.45  C68 1.090
101 H 0.08 -2.98 2.90  C78 1.141
102 H -2.07 3.19 -2.59  C62 1.089
103 H 6.58 0.45 -1.77  C51 1.162
104 H -9.23 -0.52 1.36  C76 1.089
105 H -0.27 -6.68 1.89  C67 1.089
106 H 7.91 -1.68 -0.04  C54 1.163